Record 1
Below is 2 unconnected molecules or ions with the total composition C4H6OS2 at a distorted geometry, with properties calculated with ωB97M-V/def2-TZVPD.

The value obtained for the energy above the lowest of the compared OMol25 structures with the same formula, charge and spin is 101.3 kcal/mol. As for the spin multiplicity: 1. The LUMO energy comes out at -0.185 eV. The value obtained for the HOMO-LUMO gap is 0.3107 Ha. As for the net charge: 0.

```
13
Properties=species:S:1:pos:R:3:nbo_charge:R:1
C -0.58 0.37 0.94 0.02
C 0.98 0.34 1.22 -0.32
C -0.59 1.03 -0.39 -0.38
C -1.74 0.95 -1.30 -0.48
H -0.97 -1.40 -0.25 0.46
H -0.93 1.07 1.59 0.19
H 1.66 1.34 1.11 0.22
H -0.18 2.08 -0.10 0.23
H -2.60 0.36 -0.92 0.27
H -1.63 1.78 -2.14 0.26
O -1.31 -0.81 0.87 -0.72
S 1.85 -1.03 1.23 0.09
S -0.18 0.09 -1.79 0.16
```

Record 2
Below is 4 unconnected molecules or ions with the total composition C4H17NO4, with properties calculated with ωB97M-V/def2-TZVPD.

The value obtained for the energy above the lowest of the compared OMol25 structures with the same formula, charge and spin is 4.4 kcal/mol. As for the spin multiplicity: 1. The LUMO energy comes out at 0.281 eV. The value obtained for the HOMO-LUMO gap is 0.3728 Ha. As for the net charge: 0.

```
26
Properties=species:S:1:pos:R:3:nbo_charge:R:1
O -1.11 -0.74 -2.09 -0.99
H -1.23 -1.54 -1.56 0.50
H -0.44 -0.23 -1.62 0.48
O -1.81 -3.08 -0.45 -0.95
H -2.38 -3.81 -0.70 0.48
H -1.79 -3.09 0.51 0.48
O -1.51 1.71 -3.81 -0.95
H -2.43 1.52 -3.60 0.47
H -1.04 0.95 -3.45 0.48
C -0.02 0.11 2.58 -0.62
C 0.87 -0.45 1.49 -0.07
C 1.26 0.59 0.49 -0.07
O 0.09 1.10 -0.13 -0.56
C 0.34 2.27 -0.87 -0.25
N 2.14 -0.95 2.09 -0.83
H -0.93 0.51 2.14 0.23
H 0.48 0.89 3.14 0.22
H -0.34 -0.69 3.26 0.20
H 0.35 -1.27 0.97 0.16
H 1.94 0.16 -0.26 0.16
H 1.80 1.39 1.02 0.18
H 0.79 3.05 -0.24 0.17
H -0.62 2.65 -1.23 0.21
H 0.99 2.09 -1.73 0.17
H 1.90 -1.74 2.69 0.35
H 2.69 -1.38 1.35 0.35
```

Record 3
Below is a single C17H28N4O4 molecule, with properties calculated with ωB97M-V/def2-TZVPD.

The value obtained for the energy above the lowest of the compared OMol25 structures with the same formula, charge and spin is 1.7 kcal/mol. As for the spin multiplicity: 1. The LUMO energy comes out at 0.390 eV. The value obtained for the HOMO-LUMO gap is 0.3368 Ha. As for the net charge: 0.

```
53
Properties=species:S:1:pos:R:3:nbo_charge:R:1
C -0.54 -0.80 2.27 -0.61
C -1.63 -1.87 2.35 -0.41
C -2.87 -1.53 1.51 -0.39
C -3.08 -2.46 0.32 -0.41
C -2.00 -2.37 -0.77 -0.40
C -2.30 -1.34 -1.85 -0.22
N -2.43 0.01 -1.32 -0.47
C -1.27 0.66 -0.92 0.69
C -1.42 1.95 -0.30 -0.44
C -0.32 2.62 0.23 0.23
N 0.90 2.17 0.18 -0.55
C 2.08 2.75 0.75 -0.22
H 2.00 3.84 0.78 0.21
H 2.20 2.40 1.79 0.19
C 3.28 2.30 -0.10 -0.21
N 3.14 0.89 -0.39 -0.47
C 3.64 0.46 -1.68 -0.24
C 3.15 -0.96 -1.93 -0.08
O 3.61 -1.84 -0.93 -0.52
C 3.15 -1.42 0.33 -0.06
H 3.54 -2.13 1.06 0.19
C 3.62 0.00 0.65 -0.25
H 3.21 0.31 1.61 0.20
H 4.72 0.02 0.71 0.17
H 2.05 -1.44 0.35 0.17
H 3.53 -1.35 -2.88 0.19
H 2.05 -0.96 -1.95 0.19
H 3.25 1.12 -2.46 0.21
H 4.75 0.48 -1.72 0.17
H 3.27 2.85 -1.04 0.21
H 4.22 2.54 0.42 0.19
H -0.51 3.57 0.72 0.23
C -2.72 2.57 -0.16 0.68
O -2.94 3.65 0.35 -0.62
N -3.76 1.81 -0.67 -0.64
C -3.69 0.55 -1.22 0.81
O -4.69 -0.02 -1.61 -0.62
H -4.69 2.21 -0.60 0.43
O -0.18 0.11 -1.10 -0.67
H 1.06 1.26 -0.29 0.47
H -1.49 -1.33 -2.58 0.22
H -3.24 -1.57 -2.35 0.24
H -1.03 -2.16 -0.32 0.21
H -1.92 -3.34 -1.28 0.21
H -4.05 -2.24 -0.14 0.22
H -3.12 -3.49 0.69 0.20
H -3.76 -1.60 2.14 0.21
H -2.81 -0.49 1.17 0.19
H -1.92 -1.98 3.40 0.20
H -1.22 -2.82 2.03 0.19
H 0.31 -1.08 2.89 0.20
H -0.92 0.16 2.62 0.20
H -0.19 -0.67 1.25 0.21
```

Record 4
Below is a gas-phase ion, C6H10N (charge +1) at a distorted geometry, with properties calculated with ωB97M-V/def2-TZVPD.

The value obtained for the energy above the lowest of the compared OMol25 structures with the same formula, charge and spin is 55.5 kcal/mol. As for the spin multiplicity: 1. The LUMO energy comes out at -3.858 eV. The value obtained for the HOMO-LUMO gap is 0.3606 Ha. As for the net charge: +1.

```
17
Properties=species:S:1:pos:R:3:nbo_charge:R:1
C -2.85 0.37 -0.01 -0.27
C -0.32 -1.51 0.20 -0.36
C -1.60 0.70 -0.20 -0.31
C -0.41 -0.19 -0.07 0.16
C 1.75 0.36 0.77 -0.22
C 2.19 -0.06 -0.65 -0.20
N 0.90 0.60 -0.33 -0.37
H -3.69 1.00 -0.36 0.24
H -3.17 -0.70 0.00 0.20
H 0.56 -1.99 0.34 0.21
H -1.18 -2.01 0.41 0.24
H -1.48 1.75 -0.24 0.22
H 1.52 -0.39 1.51 0.25
H 2.17 1.25 1.20 0.24
H 3.03 0.37 -1.13 0.27
H 1.90 -1.08 -0.92 0.24
H 0.70 1.55 -0.52 0.45
```

Record 5
Below is a molecular structure, C5H5N at a distorted geometry, with properties calculated with ωB97M-V/def2-TZVPD.

The value obtained for the energy above the lowest of the compared OMol25 structures with the same formula, charge and spin is 138.4 kcal/mol. As for the spin multiplicity: 1. The LUMO energy comes out at -0.805 eV. The value obtained for the HOMO-LUMO gap is 0.2786 Ha. As for the net charge: 0.

```
11
Properties=species:S:1:pos:R:3:nbo_charge:R:1
C 2.22 -0.47 0.03 -0.56
C 2.15 0.93 0.07 0.16
C -2.04 0.22 0.10 -0.42
C -0.90 0.88 -0.08 -0.02
C 0.81 -0.87 -0.06 0.21
N 0.35 0.36 -0.03 -0.40
H 3.09 -1.11 0.06 0.22
H -2.98 0.74 0.04 0.21
H -2.06 -0.83 0.33 0.19
H -0.90 1.95 -0.28 0.21
H 0.26 -1.80 -0.17 0.20
```

Record 6
Below is a molecular structure, C36H32ClP2Tl at a distorted geometry, with properties calculated with ωB97M-V/def2-TZVPD.

The value obtained for the energy above the lowest of the compared OMol25 structures with the same formula, charge and spin is 90.0 kcal/mol. As for the spin multiplicity: 1. The LUMO energy (alpha / beta) comes out at -8.989 / -8.989 eV. The value obtained for the HOMO-LUMO gap (alpha / beta) is 0.1895 / 0.1894 Ha. As for the net charge: +2.

```
72
Properties=species:S:1:pos:R:3:lowdin_charge:R:1
C 0.65 -1.45 -1.85 -0.11
C -0.41 -1.93 -1.05 -0.36
C -1.73 -1.98 -1.54 -0.04
C -1.96 -1.62 -2.86 -0.05
C -0.91 -1.27 -3.70 -0.04
C 0.39 -1.20 -3.19 -0.11
P 0.02 -2.36 0.64 1.02
C -1.29 -3.47 1.17 -0.38
C -2.31 -2.92 1.99 -0.09
C -3.40 -3.72 2.31 -0.05
C -3.49 -5.04 1.86 -0.04
C -2.46 -5.57 1.08 -0.04
C -1.35 -4.79 0.72 -0.06
Tl 0.37 0.10 1.92 0.81
P 0.09 2.34 0.61 1.00
C -1.31 2.11 -0.52 -0.35
C -1.16 2.39 -1.88 -0.10
C -2.28 2.31 -2.71 -0.06
C -3.52 1.87 -2.24 -0.04
C -3.64 1.51 -0.90 -0.06
C -2.55 1.64 -0.07 -0.17
C -0.12 3.78 1.71 -0.35
C 0.78 3.94 2.79 -0.08
C 0.47 4.82 3.81 -0.05
C -0.69 5.59 3.76 -0.03
C -1.53 5.51 2.65 -0.04
C -1.26 4.61 1.63 -0.06
C 1.68 2.42 -0.25 -0.37
C 2.68 1.44 -0.04 -0.13
C 3.92 1.58 -0.66 -0.06
C 4.19 2.68 -1.47 -0.04
C 3.20 3.65 -1.68 -0.03
C 1.95 3.53 -1.08 -0.08
C 1.63 -3.21 0.61 -0.36
C 2.19 -3.88 -0.49 -0.07
C 3.48 -4.40 -0.39 -0.04
C 4.24 -4.22 0.77 -0.04
C 3.68 -3.55 1.86 -0.06
C 2.38 -3.07 1.80 -0.11
H 1.70 3.34 2.81 0.11
H 1.15 4.91 4.66 0.12
H -0.94 6.27 4.58 0.13
H -2.41 6.14 2.58 0.12
H -1.92 4.50 0.77 0.12
H -0.18 2.67 -2.27 0.06
H -2.18 2.60 -3.75 0.12
H -4.39 1.83 -2.90 0.13
H -4.59 1.13 -0.50 0.13
H -2.66 1.34 1.02 -0.11
H 2.50 0.59 0.61 0.02
H 4.69 0.82 -0.50 0.12
H 5.17 2.80 -1.93 0.13
H 3.40 4.52 -2.31 0.12
H 1.17 4.28 -1.23 0.12
H 1.63 -3.98 -1.42 0.12
H 3.90 -4.94 -1.24 0.12
H 5.25 -4.63 0.83 0.13
H 4.27 -3.40 2.77 0.12
H 1.93 -2.56 2.66 0.08
H -2.25 -1.89 2.33 0.04
H -4.19 -3.30 2.93 0.12
H -4.36 -5.65 2.11 0.13
H -2.50 -6.59 0.74 0.12
H -0.53 -5.19 0.11 0.12
H -2.55 -2.31 -0.88 0.12
H -2.99 -1.62 -3.24 0.12
H -1.11 -1.05 -4.76 0.13
H 1.24 -0.92 -3.82 0.10
H 1.66 -1.32 -1.45 0.11
H 0.51 1.38 -3.74 0.08
H 1.18 1.21 -3.41 0.08
Cl -2.21 0.84 2.71 0.04
```

Record 7
Below is 5 unconnected molecules or ions with the total composition C43H79BN3O16S6 at a distorted geometry, with properties calculated with ωB97M-V/def2-TZVPD.

As for the spin multiplicity: 1. The LUMO energy comes out at -3.393 eV. The value obtained for the HOMO-LUMO gap is 0.2475 Ha. As for the net charge: +1.

```
148
Properties=species:S:1:pos:R:3:lowdin_charge:R:1
C 1.39 -2.27 2.60 -0.10
C 2.48 -3.32 2.13 -0.23
C 3.38 -2.69 1.01 -0.20
C 3.24 -3.34 -0.40 -0.19
C 1.78 -3.79 -0.76 -0.18
C 1.47 -3.32 -2.22 -0.16
C 0.65 -4.35 -3.10 -0.09
C -0.57 -3.64 -3.73 -0.04
C -0.40 -2.46 -4.51 0.03
C 0.99 -1.87 -4.81 -0.44
O 1.66 -2.32 -5.70 0.18
O 1.40 -0.86 -3.98 0.04
C 1.88 0.29 -4.73 -0.15
O 1.23 1.40 -4.20 -0.03
C 2.10 2.47 -3.86 -0.21
O 1.58 3.72 -4.29 -0.10
C 1.47 4.62 -3.19 -0.18
C 2.83 5.21 -2.70 -0.19
O 3.09 4.83 -1.34 -0.15
C -1.52 -1.77 -5.06 0.04
B -1.30 -0.40 -5.90 -0.60
O -0.91 -0.50 -7.22 0.20
O -1.51 0.83 -5.31 0.18
C -2.77 -2.33 -4.83 0.04
N -2.94 -3.45 -4.11 0.00
C -4.36 -3.90 -3.93 -0.07
C -4.73 -3.63 -2.42 -0.22
C -6.23 -3.28 -2.24 -0.47
S -6.47 -2.89 -0.44 0.84
C -6.53 -1.06 -0.37 -1.04
S -5.18 -0.17 -0.17 0.77
N -7.85 -0.49 -0.48 -0.22
C -8.36 -0.03 0.82 -0.16
C -7.91 1.40 1.22 -0.19
O -8.05 2.36 0.18 -0.12
C -8.65 1.84 -0.99 -0.19
C -7.96 0.55 -1.53 -0.16
C -1.89 -4.12 -3.57 -0.06
C -2.13 -5.41 -2.77 -0.18
N -2.15 -5.22 -1.31 -0.09
C -2.67 -6.49 -0.75 -0.11
H 1.66 -1.24 2.32 0.03
H 0.43 -2.56 2.13 0.06
H 1.29 -2.27 3.70 0.07
H 3.13 -3.45 3.02 0.10
H 2.03 -4.28 1.85 0.10
H 4.44 -2.85 1.32 0.11
H 3.27 -1.59 0.97 0.09
H 3.95 -4.19 -0.51 0.11
H 3.60 -2.59 -1.13 0.10
H 1.05 -3.27 -0.11 0.10
H 1.66 -4.88 -0.61 0.11
H 2.37 -3.06 -2.80 0.11
H 0.86 -2.40 -2.15 0.12
H 0.34 -5.25 -2.55 0.09
H 1.27 -4.67 -3.96 0.14
H 1.60 0.22 -5.81 0.15
H 2.98 0.31 -4.64 0.15
H 2.19 2.52 -2.75 0.14
H 3.12 2.38 -4.29 0.14
H 0.86 5.47 -3.56 0.13
H 0.91 4.19 -2.33 0.13
H 2.75 6.32 -2.71 0.12
H 3.69 4.94 -3.34 0.13
H 2.55 5.39 -0.77 0.09
H -1.00 -1.44 -7.45 0.12
H -2.18 1.28 -5.86 0.13
H -3.66 -1.82 -5.23 0.16
H -5.00 -3.25 -4.55 0.12
H -4.45 -4.96 -4.20 0.13
H -4.48 -4.50 -1.80 0.08
H -4.14 -2.75 -2.09 0.11
H -6.53 -2.43 -2.87 0.07
H -6.89 -4.15 -2.43 0.07
H -8.10 -0.76 1.61 0.13
H -9.47 -0.04 0.76 0.12
H -8.48 1.73 2.11 0.13
H -6.85 1.34 1.56 0.09
H -9.74 1.64 -0.89 0.13
H -8.54 2.59 -1.79 0.13
H -7.01 0.76 -2.06 0.11
H -8.65 0.14 -2.30 0.09
H -1.31 -6.11 -3.07 0.13
H -3.06 -5.91 -3.07 0.12
H -1.18 -5.15 -1.02 0.09
H -2.30 -6.67 0.28 0.09
H -2.33 -7.37 -1.36 0.09
H -3.77 -6.52 -0.73 0.08
C -11.21 -3.84 -4.53 -0.22
C -11.14 -3.27 -3.10 -0.20
C -9.73 -2.69 -2.91 -0.22
S -9.17 -2.20 -4.54 0.66
O -8.04 -3.02 -4.91 -0.34
O -9.11 -0.76 -4.60 -0.32
C -10.60 -2.77 -5.43 -0.23
H -12.23 -4.08 -4.82 0.12
H -10.61 -4.76 -4.59 0.12
H -11.88 -2.48 -2.99 0.12
H -11.35 -4.04 -2.35 0.12
H -9.74 -1.83 -2.25 0.09
H -9.04 -3.44 -2.52 0.08
H -10.31 -3.14 -6.41 0.11
H -11.28 -1.92 -5.54 0.11
C 2.91 2.66 3.56 -0.23
C 3.13 1.36 2.77 -0.21
C 2.11 1.34 1.63 -0.24
S 1.76 3.06 1.24 0.71
O 0.37 3.33 1.56 -0.32
O 2.32 3.39 -0.06 -0.35
C 2.79 3.76 2.52 -0.23
H 3.72 2.86 4.25 0.08
H 1.98 2.59 4.14 0.13
H 4.15 1.36 2.36 0.12
H 3.03 0.48 3.41 0.11
H 2.51 0.85 0.74 0.09
H 1.18 0.87 1.93 0.09
H 2.33 4.67 2.90 0.11
H 3.76 3.99 2.07 0.11
C 6.64 5.09 7.87 -0.21
C 6.01 6.43 7.49 -0.20
C 5.93 6.48 5.96 -0.21
S 5.81 4.78 5.40 0.70
O 7.00 4.45 4.65 -0.32
O 4.48 4.55 4.87 -0.34
C 5.93 4.04 7.02 -0.21
H 6.54 4.88 8.93 0.13
H 7.71 5.10 7.62 0.09
H 5.00 6.49 7.91 0.12
H 6.58 7.27 7.88 0.12
H 5.06 7.04 5.61 0.10
H 6.84 6.91 5.52 0.11
H 6.47 3.10 6.96 0.10
H 4.91 3.87 7.38 0.11
C 11.89 2.57 6.05 -0.22
C 11.30 3.91 5.60 -0.21
C 9.91 4.03 6.22 -0.23
S 9.96 3.07 7.74 0.66
O 9.06 1.95 7.60 -0.32
O 9.89 3.96 8.87 -0.33
C 11.63 2.48 7.55 -0.23
H 12.96 2.50 5.82 0.12
H 11.39 1.75 5.53 0.12
H 11.94 4.72 5.95 0.12
H 11.26 3.98 4.51 0.12
H 9.66 5.06 6.46 0.10
H 9.14 3.60 5.58 0.09
H 11.72 1.47 7.94 0.11
H 12.29 3.16 8.10 0.11
```

Record 8
Below is a molecular structure, C2H4LiO4Pr at a distorted geometry, with properties calculated with ωB97M-V/def2-TZVPD.

As for the spin multiplicity: 4. The LUMO energy (alpha / beta) comes out at -25.442 / -22.792 eV. The value obtained for the HOMO-LUMO gap (alpha / beta) is 0.2036 / 0.3215 Ha. As for the net charge: +5.

```
12
Properties=species:S:1:pos:R:3:mulliken_spin:R:1
O 2.43 -0.79 -0.71 0.78
C 2.72 -1.70 0.00 0.01
H 3.67 -2.26 -0.17 0.11
H 2.04 -1.95 0.87 0.11
Pr -0.02 4.10 -0.75 2.17
Li -0.79 0.95 -3.12 0.00
O -0.49 1.65 -1.25 -0.13
C -2.04 -0.27 1.42 0.00
O -1.10 0.01 0.68 0.01
O -1.57 1.00 -0.47 -0.05
H -1.79 -0.84 2.32 0.00
H -3.06 0.08 1.19 0.00
```

Record 9
Below is a single C2H4N2S2 molecule, with properties calculated with ωB97M-V/def2-TZVPD.

The value obtained for the energy above the lowest of the compared OMol25 structures with the same formula, charge and spin is 35.8 kcal/mol. As for the spin multiplicity: 1. The LUMO energy comes out at -0.389 eV. The value obtained for the HOMO-LUMO gap is 0.3163 Ha. As for the net charge: 0.

```
10
Properties=species:S:1:pos:R:3:nbo_charge:R:1
C -1.00 0.16 -0.80 0.28
C 1.31 -0.32 1.73 -0.54
H -2.09 1.40 -1.70 0.35
H -1.66 0.10 0.07 0.16
H 0.78 -0.50 -1.49 0.42
H 1.54 -0.85 2.68 0.22
N -1.21 0.88 -1.82 -0.68
N 0.14 -0.61 -0.69 -0.80
S 0.63 -1.50 0.64 0.54
S 1.56 1.23 1.38 0.05
```

Going through the records in order, we get E_tot values of -27958.887; -14103.602; -32235.745; -7863.940; -6749.904; -73628.330; -148780.907; -24522.455; -26788.461 eV.